C24H54BF4N5O4 | ωB97M-V with the def2-TZVPD basis set

Positions of all 92 atoms, in Å:
C -2.220788 4.152071 2.790513
C -1.582017 2.726183 2.744815
C -0.173351 2.809530 3.436279
N 0.658965 1.646739 3.585038
C 0.788247 1.039051 2.139794
C -0.100233 0.678776 4.488709
C 1.085549 -0.176702 5.065046
C 2.414654 0.537163 4.845698
C 1.933185 1.951882 4.270902
H -1.792471 5.137217 2.609841
H -2.557467 4.398942 3.888500
H -3.195164 4.280178 2.161443
H -1.459714 2.513289 1.583762
H -2.065378 1.905859 3.132542
H -0.394993 3.477778 4.360872
H 0.346355 3.582956 2.987284
H 1.183312 1.645547 1.509471
H -0.022524 0.741597 1.672454
H 1.406785 0.191821 2.256404
H -0.922868 0.146948 4.083087
H -0.388960 1.247590 5.349370
H 1.174106 -1.143313 4.762910
H 0.773510 -0.500816 6.271608
H 2.993454 0.090119 4.243299
H 3.016728 0.691879 5.702280
H 2.677610 2.411468 3.729503
H 1.878027 2.644987 5.190488
B 0.058434 -0.544918 -1.201058
F 1.110926 -0.809974 -0.362894
F 0.308761 -0.505174 -2.513121
F -0.956913 -1.492345 -1.053495
F -0.591316 0.607615 -0.852694
C -1.328101 4.161253 -0.848090
C -0.005713 4.346697 -0.089557
N 0.972996 4.536253 0.465102
H -1.138079 3.383629 -1.455758
H -2.239740 3.906894 -0.197937
H -1.449839 4.934132 -1.289113
C 0.567091 -3.963861 -2.507187
C 1.500303 -3.958424 -3.749959
N 2.197578 -4.066438 -4.625677
H 0.880187 -3.110256 -1.945032
H -0.563824 -3.932790 -2.867725
H 0.674327 -4.951723 -1.765058
C 2.761261 1.857517 -1.353506
C 3.606987 1.821509 -0.030135
N 4.168373 1.831708 1.016184
H 3.116128 2.645882 -1.731397
H 3.040045 1.087411 -2.045796
H 1.717319 1.954046 -1.262201
C -2.182871 -0.680054 -4.410359
C -2.747195 -1.433374 -5.515837
N -3.160581 -1.930627 -6.543100
H -2.474640 -1.256001 -3.613788
H -1.004319 -0.440148 -4.449931
H -2.866151 0.152988 -4.482079
C 1.378298 -0.561892 -6.663576
C 1.018540 0.908473 -6.082913
O 1.461993 0.766399 -4.756039
H 0.720800 -1.281493 -6.177095
H 2.359979 -0.722925 -6.279372
H 1.157531 -0.650703 -7.673962
H 0.095887 1.151286 -6.206307
H 1.562193 1.650116 -6.614433
H 0.781030 0.348432 -4.197507
C -4.277611 -4.300540 0.308755
C -2.753542 -4.102102 -0.160057
O -2.686907 -3.321528 -1.281514
H -4.746564 -3.502233 0.704864
H -4.319192 -4.945439 1.261604
H -4.784327 -5.185096 -0.308121
H -2.347187 -4.970578 -0.284936
H -2.462449 -3.890676 0.753666
H -2.128013 -2.558936 -0.996296
C 5.635320 -1.650979 0.139344
C 4.178801 -1.534859 0.601124
O 3.430036 -2.753547 0.292430
H 6.031318 -2.538820 0.436708
H 6.129744 -0.750653 0.391110
H 5.667460 -1.743736 -0.977887
H 3.682155 -0.593699 0.385834
H 4.027744 -1.424285 1.717773
H 2.554062 -2.429210 0.034369
C -4.233862 0.001785 2.090294
C -3.087031 -0.299575 1.110010
O -2.214516 -1.141339 1.700093
H -4.981272 -0.800401 2.046446
H -4.804391 1.023896 2.059479
H -4.016761 0.166405 3.046778
H -2.648587 0.729897 0.804692
H -3.400456 -0.759048 0.279039
H -1.406213 -1.312564 0.914891

Forces on the atoms, in the same order (eV/Å):
C -3.7 0.4 2.3
C 3.3 2.5 -3.9
C -3.1 3.5 1.2
N -2.4 -0.5 -1.3
C 2.1 -2.1 6.4
C 3.6 -0.5 1.5
C -1.7 0.2 4.5
C -5.3 4.9 3.2
C 0.5 -1.8 3.7
H 1.6 -0.7 -0.7
H 0.2 -0.8 -1.7
H 1.5 -0.9 1.1
H 0.0 0.1 2.3
H -2.0 -1.3 1.0
H 0.5 -2.2 -0.2
H 1.5 1.1 -1.9
H 3.1 4.6 -3.4
H -4.9 -1.4 -1.1
H 0.9 -0.9 0.1
H -0.5 -0.3 -1.0
H -0.6 0.7 0.1
H -0.1 -2.7 -1.8
H 1.1 1.6 -3.1
H 4.0 -3.5 -5.0
H 0.2 0.3 1.2
H 1.2 0.8 -2.2
H -1.1 -1.0 -1.5
B -1.4 0.2 0.3
F 0.9 -0.2 0.4
F 1.6 0.0 -2.2
F -0.4 -1.5 1.0
F -0.1 2.4 1.0
C 1.8 -7.2 9.0
C -2.7 -0.3 -0.7
N 0.8 0.0 0.5
H 0.3 -2.8 -2.4
H 1.7 0.4 -0.6
H -1.9 9.7 -5.8
C -0.8 -2.5 -1.0
C -3.4 -0.7 4.6
N 1.9 0.0 -2.5
H -0.4 0.5 0.4
H 2.5 0.2 0.9
H 0.1 2.5 -2.4
C 0.7 -5.0 4.3
C -0.1 -0.4 2.1
N -2.0 0.0 -3.8
H 2.4 6.6 -3.4
H 0.0 -0.9 0.1
H -1.2 -0.2 0.7
C 1.8 0.9 -2.1
C -1.2 -3.0 -7.0
N 2.1 2.6 5.8
H -0.1 -1.0 2.7
H -3.2 -0.7 -0.1
H 0.5 1.1 0.7
C -1.7 2.2 2.0
C 5.9 -4.9 -0.1
O -0.4 1.2 1.3
H -0.1 0.0 0.3
H 0.8 -0.4 -0.5
H 0.4 -0.2 -2.1
H -6.2 1.3 -0.3
H 1.0 0.7 -0.1
H 0.5 0.2 -0.4
C 1.9 -7.3 -0.8
C -7.1 1.2 -0.9
O 1.2 2.0 0.3
H -2.0 3.1 0.0
H 1.0 0.7 -0.7
H 0.2 2.9 0.5
H 2.1 -5.6 -1.4
H 2.9 3.1 4.0
H -0.7 -0.7 -1.1
C -3.0 1.5 -2.4
C -0.5 -0.9 2.0
O 0.1 1.5 -0.5
H 1.5 -2.2 1.5
H 1.0 0.6 0.6
H -0.3 0.3 0.7
H -0.1 -0.2 -1.4
H 1.1 -0.4 -0.5
H 0.2 -0.3 0.0
C -2.7 0.9 -3.5
C -0.5 5.1 2.0
O 5.9 -1.9 -1.7
H 0.0 0.3 0.1
H 0.8 -1.6 -1.4
H 2.1 -0.4 4.2
H -0.2 -1.5 0.3
H -1.9 -1.2 -3.5
H -3.4 0.5 3.3

Calculated values
- Charge: 0
- Gap between HOMO and LUMO: 9.260 eV
- E: -52942.7447 eV

Mulliken atomic charge list, values in e, 5 entries: -1.74, 1.28, -1.75, 0.94, -2.88



C24H54BrN3 | ωB97M-V with the def2-TZVPD basis set

Positions of all 82 atoms, in Å:
C -2.345767 7.773603 -2.573343
C -2.295867 7.604183 -1.046463
C -3.687017 7.389953 -0.407203
N -3.597317 7.249253 1.175357
C -2.665687 6.077973 1.722727
C -3.117857 8.603703 1.830057
C -4.273287 9.041383 2.731767
C -5.034627 7.829243 3.104887
C -4.995747 7.096523 1.758297
H -1.370797 7.846943 -3.055163
H -3.060787 8.563253 -2.804223
H -2.800997 6.852773 -2.937953
H -1.828877 8.478943 -0.593913
H -1.613867 6.813693 -0.733263
H -4.188757 6.460963 -0.678003
H -4.344777 8.215183 -0.680033
H -1.686157 6.122463 1.246667
H -3.117357 5.108223 1.513727
H -2.559607 6.233263 2.796377
H -2.291937 8.371903 2.502517
H -2.750687 9.305103 1.080827
H -3.827247 9.608423 3.548837
H -4.853967 9.768363 2.163957
H -4.752327 7.335453 4.034707
H -6.112917 7.934133 3.224877
H -5.223117 6.036973 1.875677
H -5.681147 7.582293 1.063777
C 6.878953 -2.078857 0.769327
C 5.918213 -3.217897 1.161807
C 6.760963 -4.367787 1.751467
N 6.026363 -5.676137 1.899107
C 4.898933 -5.533157 2.902617
C 7.016553 -6.700117 2.467657
C 6.418573 -8.061957 2.158507
C 5.500963 -7.882487 0.950027
C 5.536193 -6.400667 0.650607
H 7.480403 -2.318507 -0.107553
H 7.647993 -1.906887 1.522387
H 6.205473 -1.229437 0.655237
H 5.358663 -3.621597 0.317987
H 5.222893 -2.873687 1.927407
H 7.108313 -4.065667 2.739477
H 7.698103 -4.365757 1.194797
H 5.230453 -4.898057 3.724107
H 4.436903 -6.509147 3.051267
H 4.160033 -4.952977 2.349877
H 7.273833 -6.500447 3.507867
H 7.944363 -6.690857 1.895657
H 5.955053 -8.447137 3.066737
H 7.190653 -8.787387 1.902077
H 4.545573 -8.301547 1.265787
H 5.794423 -8.455587 0.070507
H 4.609563 -5.926767 0.326757
H 6.192883 -6.375657 -0.219013
C -5.229397 -3.344237 -4.459193
C -3.955557 -3.254037 -3.589933
C -3.440877 -1.809927 -3.398063
N -2.263047 -1.756467 -2.433373
C -1.103127 -2.670837 -2.923403
C -2.578677 -1.989767 -0.994773
C -1.588557 -1.132817 -0.238663
C -0.838707 -0.235607 -1.187093
C -1.700057 -0.294467 -2.378173
H -5.470627 -4.406867 -4.486113
H -5.134927 -2.912297 -5.455483
H -6.108107 -2.917547 -3.975553
H -3.205987 -3.957947 -3.951523
H -4.179947 -3.578257 -2.573743
H -4.169677 -1.125877 -2.963283
H -3.069377 -1.321307 -4.298803
H -0.222147 -2.539507 -2.295123
H -0.867827 -2.476207 -3.969753
H -1.491967 -3.682207 -2.804953
H -2.757327 -3.021687 -0.692563
H -3.530677 -1.476107 -0.860833
H -0.908327 -1.876217 0.176967
H -1.944707 -0.514227 0.585107
H 0.176453 -0.512247 -1.471753
H -0.793787 0.786843 -0.812023
H -1.178977 -0.157567 -3.325713
H -2.594127 0.328963 -2.368903
Br -0.782747 -7.309547 1.378717

Forces on the atoms, in the same order (eV/Å):
C -0.9 -1.1 0.8
C 0.2 0.1 0.6
C 1.1 -0.7 1.1
N 0.8 0.7 0.2
C -0.9 1.1 -0.9
C 0.1 -1.2 0.5
C 0.9 2.2 -0.4
C -1.3 -0.8 -0.8
C 0.6 -1.1 0.6
H -0.2 0.4 0.2
H 0.5 0.3 -0.3
H 0.0 0.0 -0.4
H -0.2 0.3 0.0
H -0.1 -0.4 -0.4
H 0.2 0.0 -0.4
H -0.1 0.1 0.6
H -0.2 0.3 0.1
H -0.2 0.2 -0.1
H -0.2 0.0 -0.2
H 0.2 -0.2 -0.4
H -0.4 -0.1 0.0
H -0.2 -0.1 0.2
H -0.4 -0.1 0.1
H 0.7 -0.4 -0.5
H 0.0 0.8 0.3
H -0.1 0.0 -0.4
H 0.0 -0.1 0.1
C -0.7 -0.5 0.1
C 0.9 -0.9 0.6
C -0.5 1.3 -0.1
N 1.9 -1.2 0.5
C -0.4 0.8 -1.9
C 0.6 -0.5 -0.7
C 0.6 -0.6 0.7
C -1.0 -0.7 1.1
C -0.6 0.5 -0.8
H -0.5 0.1 -0.4
H -0.4 0.3 0.4
H 0.8 0.4 -0.3
H -0.1 0.3 -0.2
H -0.1 0.1 -0.2
H -0.3 -0.3 0.3
H -0.2 -1.2 -0.4
H 0.0 -0.8 0.3
H 0.4 0.1 0.6
H -0.3 0.0 0.2
H -0.4 0.1 -0.1
H 0.0 0.9 -0.1
H -0.5 -0.1 -0.3
H 0.2 0.2 0.3
H -0.4 0.4 -0.4
H 0.2 0.1 0.2
H -0.1 -0.2 0.2
H 0.6 1.1 0.5
C 0.1 -0.4 0.8
C -0.5 1.0 0.3
C 0.8 -0.5 0.1
N 2.0 0.5 -0.9
C -1.3 0.0 0.6
C -1.9 1.5 -0.1
C 2.0 -1.6 1.7
C 0.2 0.7 -0.2
C -1.0 -1.0 -2.3
H 0.0 0.0 -0.6
H 0.2 -0.2 0.0
H 0.2 0.4 0.1
H 0.1 0.4 -0.3
H -0.3 -0.3 0.0
H -0.3 -0.3 0.0
H 0.0 -0.3 -0.2
H -0.2 0.1 0.0
H -0.2 0.2 0.1
H 0.4 0.0 0.0
H 0.7 0.0 -0.2
H -0.4 -0.3 -0.2
H 0.3 0.4 0.6
H -0.6 -0.6 -0.1
H 0.0 -0.3 0.4
H 0.1 0.0 0.0
H -0.1 0.2 0.0
H 0.1 0.1 0.2
Br 0.2 0.4 -0.2

Calculated values
- Charge: +2
- Gap between HOMO and LUMO: 4.144 eV
- E: -100259.9168 eV

Mulliken atomic charge list, values in e, 5 entries: -1.33, -0.21, -0.73, 0.23, -0.99



C24H55AlBBr2CaCl4FN3O11S | ωB97M-V with the def2-TZVPD basis set

Positions of all 104 atoms, in Å:
C 0.017097 -1.188729 -0.214820
O 1.395099 -1.538035 -0.193766
C 2.099387 -0.887961 -1.205893
C 2.041016 -1.658721 -2.542390
C 1.782038 -0.770436 -3.779372
C 0.324788 -0.854685 -4.269172
C -0.305387 0.532849 -4.544744
C -1.769748 0.655672 -4.002125
C -1.750718 1.763351 -2.943148
C -3.101282 2.037554 -2.222672
C -4.225417 1.082193 -2.547931
N -3.976387 -0.330963 -2.053816
B -4.972658 -1.172994 -2.803744
N -4.572598 -2.307018 -3.623118
O -6.348924 -0.804381 -2.737024
S -4.229127 -0.501264 -0.415211
O -3.197392 -1.317656 0.094413
O -4.356743 0.740299 0.269033
F -5.575448 -1.317904 -0.202000
H -0.471307 -1.732182 -1.031937
H -0.124541 -0.114549 -0.336644
H -0.451027 -1.515907 0.709618
H 1.743381 0.204823 -1.347928
H 3.116571 -0.804368 -0.820758
H 1.353780 -2.498319 -2.496629
H 3.044386 -2.064344 -2.673152
H 2.452488 -1.126808 -4.556921
H 2.082565 0.247197 -3.518179
H 0.355203 -1.393787 -5.218074
H -0.286183 -1.463744 -3.605844
H -0.211964 0.738828 -5.644927
H 0.295860 1.286886 -4.045631
H -2.493617 0.863022 -4.802194
H -1.960303 -0.291793 -3.504840
H -1.444799 2.675550 -3.456325
H -0.975178 1.545527 -2.215302
H -3.441320 3.020661 -2.552349
H -2.913694 2.126504 -1.155760
H -4.401046 1.007600 -3.623796
H -5.167464 1.452333 -2.141913
H -4.765941 -2.065379 -4.597135
H -5.244290 -3.053157 -3.436513
H -6.879524 -1.514282 -2.345026
C -8.225289 2.424794 0.126420
C -6.850291 2.767559 -0.478582
C -6.489915 4.226840 -0.122951
O -6.916079 2.683554 -1.820546
H -9.010357 3.080325 -0.254602
H -8.501250 1.394551 -0.098376
H -8.198991 2.531551 1.217551
H -6.114478 2.137495 0.040899
H -7.220907 4.938644 -0.507141
H -5.511314 4.497002 -0.519781
H -6.452192 4.338934 0.963388
Al -1.716667 0.261576 -6.744064
C 7.631913 -2.561098 3.510393
C 6.949714 -1.501818 2.624923
C 6.628356 -0.252712 3.450649
C 5.436236 -0.435443 4.385766
C 4.217157 -0.913498 3.598660
C 4.491745 -2.182076 2.787642
N 5.737504 -2.071932 1.970568
O 5.472390 -1.356262 0.922272
C 4.572193 -3.385923 3.751958
C 3.284008 -2.485915 1.902318
C 8.024557 -1.140765 1.599993
H 7.972831 -3.404797 2.908749
H 8.505393 -2.129698 4.001653
H 7.006262 -2.954563 4.305995
H 6.416472 0.583766 2.776104
H 7.507974 0.040780 4.027881
H 5.682958 -1.132602 5.190699
H 5.203477 0.513392 4.868702
H 3.384157 -1.091967 4.283453
H 3.895046 -0.110315 2.926758
H 5.016481 -4.252859 3.261523
H 3.573219 -3.673772 4.079593
H 5.125471 -3.177485 4.666392
H 3.038403 -1.667767 1.241430
H 2.401776 -2.666275 2.517098
H 3.456503 -3.378014 1.297748
H 8.256073 -1.990152 0.956294
H 8.940266 -0.850604 2.116289
H 7.732204 -0.303615 0.968844
C 3.484784 2.384806 6.316763
O 4.283495 1.426264 7.000196
H 3.758535 2.364263 5.264743
H 2.422775 2.139057 6.413308
H 3.664879 3.388271 6.712651
H 4.034524 1.450096 7.928580
C -7.402441 5.637929 3.865697
Cl -8.692224 5.282150 2.747897
Cl -6.223676 4.269041 3.881473
H -6.886527 6.536385 3.546020
H -7.805542 5.766043 4.863713
Cl 1.286489 1.944650 -0.679204
O 2.258764 -5.704181 -5.583154
Cl 2.209413 -4.703013 -4.548952
O 1.884076 -5.316064 -3.281343
O 1.190741 -3.716303 -4.875032
O 3.490828 -4.037223 -4.446780
Ca -4.090166 4.564035 5.360457
Br -8.079411 0.237927 -3.996795
Br -1.631953 3.045549 -6.837144

Forces on the atoms, in the same order (eV/Å):
C -0.3 -1.1 -0.3
O -0.6 1.6 0.0
C 0.5 -1.7 0.5
C 0.5 1.0 -0.6
C -0.1 -0.8 0.5
C 0.4 0.6 -0.8
C -0.4 -0.8 0.4
C 1.7 0.1 0.4
C -0.8 0.2 -0.4
C 0.7 0.2 -0.7
C -0.4 0.2 0.6
N -2.1 -0.1 0.6
B 0.1 -0.5 -0.8
N -0.4 0.3 0.5
O 0.9 -0.1 1.3
S 2.7 0.8 0.7
O -0.1 -1.3 -0.1
O -1.2 0.4 -0.5
F 0.1 0.2 -0.4
H -0.1 0.2 -0.1
H 0.1 0.1 0.0
H 0.2 -0.1 0.1
H -0.3 0.2 0.2
H 0.1 0.1 -0.2
H -0.1 0.0 0.1
H 0.0 -0.3 0.2
H 0.0 0.1 -0.1
H -0.1 0.1 -0.2
H -0.2 -0.3 0.1
H 0.0 0.1 0.2
H 0.5 0.4 0.8
H 0.0 0.3 -0.3
H -0.3 0.1 0.3
H -0.6 -0.1 -0.3
H 0.1 0.1 0.1
H 0.1 -0.2 0.0
H -0.2 0.0 0.0
H -0.3 -0.2 0.1
H 0.2 0.0 -0.1
H 0.0 0.0 0.0
H 0.3 -0.1 -0.1
H 0.1 -0.2 -0.2
H -0.1 0.1 -0.4
C 0.0 0.2 0.5
C -1.6 -0.4 0.5
C 0.4 0.7 0.0
O 0.5 -0.3 -0.5
H 0.1 0.0 -0.1
H 0.1 0.0 -0.1
H 0.0 0.0 0.0
H 0.4 0.0 -0.5
H -0.1 -0.2 -0.1
H 0.0 -0.1 -0.1
H 0.0 -0.2 0.0
Al -0.4 1.1 -0.8
C -0.2 -0.2 0.3
C 1.6 -0.7 0.9
C -0.5 0.2 0.1
C 0.0 0.0 -0.2
C 0.4 0.4 0.0
C -0.9 -1.5 1.2
N -0.7 2.4 -0.4
O 0.1 -0.6 -0.5
C 0.3 0.0 0.2
C 0.3 0.2 -0.4
C -0.3 0.2 -0.5
H -0.1 0.0 0.0
H 0.0 0.1 -0.1
H -0.1 0.0 0.0
H 0.0 -0.1 -0.1
H 0.1 -0.1 -0.1
H 0.0 0.0 0.0
H 0.1 0.0 0.1
H 0.0 -0.2 -0.1
H 0.1 -0.1 -0.1
H 0.0 0.0 0.0
H -0.1 0.1 -0.1
H 0.1 0.0 -0.1
H 0.1 0.0 0.0
H 0.1 0.0 0.2
H 0.0 0.0 0.0
H -0.1 0.0 0.0
H -0.1 -0.1 0.2
H -0.1 -0.1 0.0
C 0.0 -0.1 0.3
O -0.1 0.1 -0.1
H 0.0 0.0 0.0
H 0.0 0.1 -0.1
H -0.1 0.1 -0.1
H 0.1 -0.1 0.0
C -0.6 0.6 -0.2
Cl 0.1 0.0 0.1
Cl -0.4 -0.3 -0.3
H 0.2 -0.1 -0.1
H 0.1 -0.2 0.1
Cl 0.1 -0.2 -0.2
O 0.0 0.1 0.0
Cl 0.1 -0.1 0.0
O 0.0 0.1 0.0
O 0.0 0.1 0.0
O -0.1 0.1 0.0
Ca 0.7 0.0 0.4
Br -0.2 0.7 0.1
Br -0.1 -1.3 0.1

Calculated values
- Spin multiplicity: 2
- Charge: 0
- Gap between HOMO and LUMO (spin up / spin down): 2.265 / 2.270 eV
- E: -282192.0856 eV

Mulliken atomic charge list, values in e, 5 entries: -0.85, -0.27, 1.03, -1.09, -1.15